No. 1
141
Properties=species:S:1:pos:R:3 method="wB97M-V/def2-TZVPD" homo_lumo_gap_ev="5.8283 / 4.7450" multiplicity=2 e_lumo_ha="-0.013 / -0.052" s2=0.76
N -0.712 -2.042 2.214
H -0.650 -1.080 1.912
H -0.327 -2.610 1.474
H -1.667 -2.336 2.362
H -0.139 -2.078 3.045
C -1.601 -2.477 5.389
C -0.138 -2.980 5.529
C -0.120 -4.526 5.241
C 1.283 -5.138 5.128
C 2.037 -4.471 4.080
C 2.192 -2.968 4.205
N 0.804 -2.367 4.558
O 0.763 -0.934 4.474
C 2.685 -2.627 2.803
C 3.366 -2.605 5.115
C 0.361 -2.707 6.938
H -1.764 -2.458 4.311
H -1.647 -1.483 5.832
H -2.388 -3.167 5.693
H -0.459 -4.650 4.213
H -0.719 -5.207 5.846
H 1.049 -6.185 4.933
H 1.802 -5.143 6.086
H 1.775 -4.775 3.066
H 2.953 -5.058 4.144
H 2.864 -1.558 2.691
H 2.020 -2.951 2.002
H 3.620 -3.127 2.548
H 3.160 -3.060 6.085
H 3.428 -1.525 5.248
H 4.342 -2.903 4.733
H -0.334 -3.255 7.575
H 0.395 -1.660 7.236
H 1.407 -3.002 7.017
C -2.821 0.792 -0.981
C -1.362 0.365 -1.189
C -0.982 0.962 -2.565
C 0.504 0.933 -2.881
C 1.268 1.630 -1.736
C 1.009 1.066 -0.334
N -0.458 0.951 -0.142
O -0.889 0.685 1.249
C 1.581 2.164 0.642
C 1.715 -0.324 -0.190
C -1.336 -1.133 -1.276
H -3.025 1.844 -0.781
H -3.064 0.175 -0.115
H -3.448 0.496 -1.822
H -1.362 1.983 -2.549
H -1.469 0.495 -3.421
H 0.718 1.546 -3.756
H 0.896 -0.054 -3.125
H 0.841 2.632 -1.689
H 2.343 1.609 -1.912
H 1.460 1.777 1.654
H 0.907 3.009 0.505
H 2.635 2.367 0.458
H 1.398 -0.916 0.668
H 2.800 -0.257 -0.275
H 1.654 -0.991 -1.050
H -0.362 -1.525 -1.569
H -2.104 -1.664 -1.837
H -1.543 -1.580 -0.303
O -1.267 4.698 -1.225
H -1.095 5.327 -1.925
H -2.118 4.320 -1.446
O 3.207 3.869 3.821
H 3.011 2.937 3.725
H 2.367 4.270 4.042
O 4.458 4.513 1.386
H 3.566 4.635 1.062
H 4.348 4.211 2.288
O 1.160 -2.545 -3.841
H 1.573 -1.720 -4.095
H 1.421 -3.164 -4.522
O -5.901 1.897 -0.752
H -6.551 2.420 -0.283
H -5.270 1.639 -0.080
O -0.692 4.071 -4.859
H -0.134 4.795 -4.575
H -1.037 3.701 -4.047
O -0.295 -3.957 0.237
H 0.262 -3.968 -0.541
H -0.292 -4.863 0.547
O 2.067 5.579 0.367
H 1.640 5.661 1.220
H 1.689 6.285 -0.159
O 2.778 4.473 -2.404
H 2.265 4.419 -1.598
H 3.026 5.395 -2.469
O 3.132 -0.440 -4.832
H 3.550 0.051 -4.125
H 3.858 -0.726 -5.387
O -5.396 1.139 -3.282
H -5.213 2.033 -3.572
H -5.573 1.221 -2.345
O -4.987 -2.140 -1.650
H -5.829 -1.925 -2.051
H -5.201 -2.358 -0.743
O 1.767 -4.196 -1.603
H 1.622 -3.506 -2.250
H 2.720 -4.272 -1.544
O -3.404 -4.320 -0.863
H -3.331 -3.792 -1.658
H -2.714 -3.987 -0.290
O 4.040 2.510 -3.697
H 3.403 3.105 -3.301
H 3.968 2.674 -4.638
O 0.426 2.441 -6.704
H -0.368 2.256 -7.206
H 0.190 3.181 -6.145
O -1.665 3.497 1.098
H -1.227 2.655 1.220
H -1.263 3.866 0.312
O 4.329 1.098 1.917
H 3.839 0.948 1.109
H 4.982 1.758 1.683
O -0.208 2.565 3.727
H -0.146 2.115 4.570
H -0.570 1.909 3.131
O -3.274 -2.520 -4.025
H -3.765 -2.358 -3.219
H -3.223 -1.664 -4.451
O -2.578 0.494 3.580
H -2.036 0.491 2.791
H -1.980 0.234 4.282
O -3.991 3.976 -2.324
H -4.744 4.432 -2.701
H -4.348 3.506 -1.571
O 5.362 0.753 -1.841
H 5.719 1.260 -1.112
H 4.767 1.358 -2.285
O -1.193 -3.941 -2.789
H -0.412 -3.388 -2.797
H -1.872 -3.404 -3.195
O -3.720 -0.149 -5.079
H -3.310 0.629 -5.457
H -4.274 0.191 -4.376
O -2.493 2.262 -5.824
H -1.761 2.721 -5.413
H -2.930 2.930 -6.352



No. 2
39
Properties=species:S:1:pos:R:3 method="wB97M-V/def2-TZVPD" homo_lumo_gap_ev=5.6712 smiles="O=C1C(F)=C(F)C([O-])=C(F)[C@@]1(F)[C@@H](c1ccccc1)S(=O)(=O)c1ccccc1" charge=-1 e_lumo_ha=0.095
O -1.734 -2.506 1.988
C -0.975 -1.876 1.268
C -1.135 -1.793 -0.178
F -2.367 -2.026 -0.682
C -0.083 -1.635 -1.004
F -0.219 -1.763 -2.331
C 1.289 -1.516 -0.496
O 2.277 -1.610 -1.247
C 1.391 -1.388 0.916
F 2.560 -1.742 1.419
C 0.280 -1.152 1.855
F 0.646 -1.807 3.043
C -0.065 0.270 2.280
C -1.150 0.230 3.325
C -2.450 0.626 2.966
C -3.547 0.237 3.745
C -3.340 -0.523 4.898
C -2.040 -0.796 5.334
C -0.945 -0.341 4.592
S 1.559 1.143 2.969
O 2.620 0.821 2.042
O 1.739 0.947 4.389
C 1.481 2.953 2.760
C 1.701 3.482 1.486
C 1.997 4.840 1.355
C 2.088 5.653 2.492
C 1.841 5.114 3.760
C 1.529 3.758 3.898
H -0.334 0.919 1.434
H -2.573 1.191 2.041
H -4.558 0.507 3.427
H -4.191 -0.916 5.456
H -1.851 -1.373 6.244
H 0.063 -0.455 4.991
H 1.661 2.835 0.612
H 2.184 5.256 0.364
H 2.360 6.705 2.389
H 1.912 5.738 4.652
H 1.354 3.328 4.882